# 1
This record from OMol25 describes a molecular structure, C40H41IN8O3STl in a non-equilibrium geometry. The level of theory is wB97M-V/def2-TZVPD.

XYZ file:
```
95
Properties=species:S:1:pos:R:3:forces:R:3:lowdin_spin:R:1
H 3.587309 2.473669 -6.104259 0.07 -0.02 0.15 0.000
C -1.208387 3.337278 -3.024184 0.45 -0.15 -0.28 0.000
C -1.551145 -3.752844 0.029150 -0.95 -1.13 -0.14 0.000
C 3.095865 1.219708 -4.432785 -0.74 -0.49 0.62 0.000
H 5.614670 1.033104 1.797766 -0.27 -0.11 -0.25 0.000
H -3.051046 4.950224 3.195421 0.16 -0.51 -0.13 0.000
C -1.721013 -0.165828 6.435870 0.27 0.60 0.05 0.047
N 0.188987 1.551284 -2.279489 -0.73 -0.12 1.02 0.000
H -2.139605 3.841020 -2.891810 -0.41 0.47 -0.01 0.000
C 4.781484 0.057851 -1.377560 0.13 0.23 0.00 0.000
N -1.195602 1.693265 2.274021 0.46 0.96 0.19 0.002
C -3.911277 -4.068043 -2.146715 -0.09 0.34 0.87 0.000
N 2.659872 0.221368 3.613639 -0.04 -0.11 0.70 0.000
C -1.889655 -2.190576 -4.204589 -0.92 -0.30 0.55 0.000
C -0.541862 2.706305 2.917876 -1.04 -1.25 -0.58 0.001
H -5.123470 -1.548758 -1.269528 -0.35 -0.12 -0.24 0.000
H -0.603112 4.590057 3.855137 -0.15 0.40 -0.07 0.000
C 6.489664 1.769645 -1.380087 0.02 0.23 -1.41 0.000
C -2.591068 -4.808967 -2.330564 -0.84 -0.21 -0.59 0.000
C -4.483614 0.527494 1.334284 -0.98 -0.14 0.64 0.001
H -3.871642 -0.816651 3.846142 0.34 -0.01 0.64 -0.003
H -3.868029 -3.380343 -1.282295 -0.05 -0.36 -0.53 0.000
H -1.998794 -1.459480 -3.385674 0.24 -0.26 -0.44 0.000
N -0.220567 -2.279346 -1.229544 0.26 -0.10 0.31 0.000
H 4.201151 -1.246370 3.863959 -0.27 0.43 0.12 0.000
C -1.794585 -1.031305 3.811676 -0.74 1.13 2.57 0.155
H -4.999142 0.973287 2.215682 0.44 -0.25 -0.67 0.000
C -2.426943 0.141582 0.052795 -0.07 -0.51 0.12 0.001
C 2.207757 0.904124 -3.389082 0.92 0.12 0.21 0.000
H 4.015614 -0.511852 0.501611 0.21 0.13 0.21 0.000
N 2.362952 -0.071917 -2.447864 -0.56 -0.01 -0.50 0.000
C -0.559972 -0.402186 5.771636 -0.10 -0.27 0.28 0.144
O 3.251335 -1.955403 -1.193757 -0.18 -0.44 -0.27 0.000
H -2.662148 -3.708446 0.072829 0.83 -0.17 0.05 0.000
N -0.586291 -0.788541 4.458306 -0.92 0.00 -0.42 0.251
H -4.738763 -4.761369 -1.958673 0.08 0.00 -0.17 0.000
C -4.590455 -0.895977 -0.602945 0.63 0.27 0.83 0.001
C -2.478366 1.837716 1.914383 0.70 -0.01 0.45 0.001
H 1.687642 4.018413 -5.754851 0.06 -0.21 -0.01 0.000
H 0.431451 -0.344939 6.190983 0.01 0.23 0.08 0.013
C -2.968868 -0.748566 4.476340 0.25 -0.35 -0.96 0.037
H -2.714780 -5.420031 -3.251430 0.54 0.31 0.39 0.000
C -1.071102 -3.405481 -3.749052 -0.21 0.26 1.14 0.000
H 1.251985 -0.905096 3.821972 -1.19 -0.75 0.08 0.003
H -0.475640 4.451005 -4.724786 -0.12 -0.33 0.22 0.000
C -0.877841 2.303838 -2.135437 0.52 -0.28 -0.08 0.000
S 3.608732 -1.003450 -2.215686 0.44 0.25 0.09 0.000
O 0.439506 -1.558772 4.013034 2.62 0.44 -0.70 0.045
H -6.279380 -0.526247 0.736682 0.45 0.15 -0.18 0.000
H -0.044811 -3.073496 -3.648188 0.32 -0.19 -0.25 0.000
C -1.177500 3.890498 3.269482 0.39 -0.80 0.14 0.000
C -2.975086 -0.326914 5.832912 -0.50 0.03 -0.91 0.266
C -3.156804 3.005026 2.261586 -0.57 0.54 -0.14 0.000
N 2.588582 1.562490 3.828986 0.28 0.02 -0.06 0.000
C 4.629659 0.879470 4.397326 0.70 0.00 0.29 0.000
H -1.123375 -4.232767 -4.448508 0.06 -0.05 -0.23 0.000
H -2.518167 -5.508473 -1.509290 0.43 -0.23 0.20 0.000
H -1.441349 -1.710460 -5.051498 0.54 0.34 -0.39 0.000
I 6.621704 0.945686 5.048885 -0.37 -0.09 -0.14 0.000
C 4.742597 0.123511 0.004432 0.24 0.26 0.83 0.000
C -3.124071 0.756212 1.118280 -0.28 0.22 -0.69 0.001
C -0.327651 3.621471 -4.022467 0.63 0.31 -0.24 0.000
H 5.670500 0.851501 -3.148518 0.11 -0.10 0.08 0.000
H 7.110270 2.543281 0.500147 -0.28 -0.24 0.07 0.000
C -1.008079 -3.280929 -1.279817 0.23 0.89 -0.49 0.000
C -2.517268 4.022022 2.940573 0.09 0.65 0.22 0.000
N -1.427970 -3.952597 -2.419595 -0.01 -0.05 -0.64 0.000
C 3.881151 -0.206995 3.984840 0.01 -0.64 -0.52 0.000
C 1.829543 3.147601 -5.113530 0.85 0.48 -1.46 0.000
H 4.041280 3.024849 4.488381 -0.44 -0.74 -0.14 0.000
H -4.181811 3.188818 1.957594 0.02 -0.32 -0.05 0.000
Tl 0.180503 0.082326 0.418289 0.19 -0.18 -0.32 0.001
C 2.896191 2.292233 -5.285135 -0.19 0.65 -0.16 0.000
C -5.226143 -0.314022 0.506417 0.15 -0.09 -0.16 0.000
C 5.601344 0.993405 0.708408 -0.46 -0.35 -0.27 0.000
C 6.444760 1.837392 -0.002741 0.51 0.15 0.17 0.000
H -3.897527 -0.005220 6.300419 0.13 -0.10 0.09 0.022
C -3.212084 -0.710217 -0.779806 -0.37 1.17 0.86 0.000
C 1.074803 1.782922 -3.260910 -0.37 0.13 -0.26 0.000
H -4.123989 -3.464063 -3.007128 -0.30 0.28 -0.49 0.000
H 3.905630 0.551176 -4.553724 0.81 -0.47 -0.32 0.000
C 3.784133 1.969328 4.284694 -0.23 0.85 -0.03 0.000
C 5.661851 0.869531 -2.064414 0.37 0.60 -0.35 0.000
H -1.727159 -1.290674 2.809361 0.10 -0.45 -1.59 0.012
H 0.263372 -1.928693 -2.053899 -0.29 -0.18 -0.13 0.000
O 4.291352 -1.529118 -3.401858 -0.45 0.42 0.31 0.000
H -1.651217 0.329490 7.382898 0.06 -0.14 0.63 -0.003
H -1.178969 -3.100694 0.778344 0.43 0.43 0.69 0.000
H 7.136543 2.446392 -1.997652 -0.55 -0.67 0.82 0.000
H 0.492241 2.482342 3.169438 0.04 0.11 0.02 0.000
C 0.887577 2.876628 -4.149348 -1.21 -0.26 1.02 0.000
H -2.904848 -2.454002 -4.539014 0.20 -0.11 0.23 0.000
H -1.508122 2.112805 -1.276797 -0.12 -0.28 0.02 0.000
H -1.217040 -4.794814 0.225005 -0.24 0.56 0.01 0.000
H -2.746385 -1.149678 -1.641403 0.17 -0.33 -0.15 0.000
```
Positions in Å, forces in eV/Å.

Values from the calculation:
LUMO level (alpha / beta)	3.735 / 3.735	eV
ΔE to the lowest compared entry with this formula, charge and spin	0.0	kJ/mol
charge	-2
expectation value of S²	0.77
gap between HOMO and LUMO (alpha / beta)	0.16857 / 0.21519	Eh
multiplicity	2
HOMO level (alpha / beta)	-0.85 / -2.12	eV

# 2
This record from OMol25 describes 4 unconnected molecules or ions with the total composition CH10O4 in a non-equilibrium geometry. The level of theory is wB97M-V/def2-TZVPD.

XYZ file:
```
15
Properties=species:S:1:pos:R:3:forces:R:3:mulliken_charge:R:1
O -0.862805 3.573957 1.650729 1.23 -2.01 -0.17 -0.635
H 3.329675 -0.739234 0.314695 -0.90 0.38 0.11 0.278
H -1.404882 4.173434 2.131362 -0.62 0.45 0.88 0.316
O 2.411573 -0.442236 0.133404 1.43 -1.56 -0.52 -0.525
H -1.001465 -1.128011 1.197231 1.84 0.01 -0.94 0.285
H -2.984350 -0.706279 -0.482674 -0.66 0.66 -1.29 0.306
H -0.630440 2.789598 2.219456 -0.60 1.56 -0.71 0.319
C 2.116320 -0.879985 -1.249576 -2.95 2.81 2.30 -0.574
H -3.528405 -1.602333 -1.490564 -0.33 -1.07 -0.73 0.313
O -3.491230 -0.670374 -1.341151 1.02 0.41 1.96 -0.626
H 2.039620 -1.927870 -1.466530 0.64 -0.45 0.10 0.299
H 1.074478 -0.448126 -1.271949 0.80 -0.91 -0.70 0.200
O -0.183724 -1.232926 0.624621 -2.40 -0.54 0.76 -0.608
H 0.454930 -0.567830 0.864946 0.45 0.39 0.35 0.313
H 2.660703 -0.191786 -1.834001 1.06 -0.14 -1.41 0.341
```
Positions in Å, forces in eV/Å.

Values from the calculation:
LUMO level	0.380	eV
ΔE to the lowest compared entry with this formula, charge and spin	144.9	kJ/mol
gap between HOMO and LUMO	0.40895	Eh
HOMO level	-10.75	eV

# 3
This record from OMol25 describes 2 unconnected molecules or ions with the total composition C2H4O2P. The level of theory is wB97M-V/def2-TZVPD.

XYZ file:
```
9
Properties=species:S:1:pos:R:3:forces:R:3:mulliken_charge:R:1
O -1.097858 -2.221885 2.680475 0.06 -0.03 -0.69 -0.607
P -0.567878 -0.905423 2.299695 -0.14 -0.31 0.47 0.706
H -0.224760 1.582162 1.056246 0.02 0.22 0.17 0.208
H -0.369268 1.205869 -0.743166 0.04 -0.04 -0.19 0.359
H 1.567416 -1.595562 -0.617330 -0.16 -0.12 0.23 -0.391
C -0.612432 -0.417351 0.585208 0.21 -0.02 0.41 -0.888
H -0.714948 -1.218804 -0.125074 0.02 -0.11 -0.10 0.698
C -0.412029 0.866131 0.277077 -0.29 0.00 0.23 -0.478
O -0.247871 0.111830 3.311036 0.23 0.40 -0.52 -0.607
```
Positions in Å, forces in eV/Å.

Values from the calculation:
LUMO level (alpha / beta)	3.392 / 3.703	eV
ΔE to the lowest compared entry with this formula, charge and spin	295.3	kJ/mol
charge	-1
gap between HOMO and LUMO (alpha / beta)	0.17838 / 0.22288	Eh
HOMO level (alpha / beta)	-1.46 / -2.36	eV

# 4
This record from OMol25 describes a gas-phase ion, C5H7INO (charge +1) in a non-equilibrium geometry. The level of theory is wB97M-V/def2-TZVPD.

XYZ file:
```
15
Properties=species:S:1:pos:R:3:forces:R:3:mulliken_charge:R:1
C 0.060945 1.508603 -0.699388 4.59 -2.91 -0.07 -0.323
H 0.509344 -1.807494 1.328643 -0.14 1.21 -0.47 0.438
H -2.618204 -0.467787 -0.614131 -1.52 0.70 -0.94 0.412
I 1.821480 -1.560824 -1.550384 -0.41 0.46 0.94 0.188
N 0.209813 -0.846306 0.974393 1.26 -2.05 1.06 -0.075
O 2.290939 0.304215 0.808761 -1.28 -1.28 0.83 -0.537
H 0.690635 2.145382 -1.362481 -0.54 -0.19 1.29 0.339
C 1.233867 -0.260741 0.110785 0.89 4.56 -3.22 -0.233
H -1.526828 -1.928075 0.253358 -0.47 -2.78 0.57 0.419
H 0.131607 -0.286451 1.838181 -0.23 0.27 -0.34 0.363
C -1.040805 -1.035594 0.246323 -0.15 3.13 0.08 -0.514
C -1.194708 1.279561 -0.582437 -1.57 0.62 0.02 -0.265
H 2.959664 0.870308 0.371250 -0.98 -0.64 -0.43 0.416
C -1.715031 -0.027730 -0.307217 1.56 -1.48 1.11 -0.039
H -1.812718 2.112933 -0.815657 -1.01 0.38 -0.41 0.411
```
Positions in Å, forces in eV/Å.

Values from the calculation:
LUMO level	-4.030	eV
ΔE to the lowest compared entry with this formula, charge and spin	364.6	kJ/mol
charge	+1
gap between HOMO and LUMO	0.32624	Eh
HOMO level	-12.91	eV

# 5
This record from OMol25 describes a single C5H7O6P molecule in a non-equilibrium geometry. The level of theory is wB97M-V/def2-TZVPD.

XYZ file:
```
19
Properties=species:S:1:pos:R:3:forces:R:3:mulliken_charge:R:1
C -1.221581 1.519530 -0.440241 -0.25 -1.75 2.76 -0.556
H -2.352448 1.513779 -0.550895 1.58 -0.26 -0.62 0.284
P 2.948604 0.768638 -0.718315 -0.69 -1.17 1.21 0.486
C -0.926682 -1.041286 -0.125206 -0.15 1.13 -0.77 0.285
H -0.044509 2.678618 0.387128 4.13 0.21 1.06 0.319
C 1.233929 -0.620337 0.578369 0.15 0.27 -2.14 0.441
O 2.571159 -0.325304 0.550736 0.01 -0.59 -0.55 -0.410
H -2.794115 -1.566666 0.303200 3.17 -1.00 0.95 0.383
O 3.730798 1.792091 -0.062510 0.67 0.74 -0.13 -0.415
O -1.817943 -1.842336 0.587472 -3.63 0.05 -0.80 -0.571
H -1.291178 -0.832894 -1.157188 0.24 -0.72 0.21 0.251
O -0.926698 2.729600 0.222064 -3.70 0.12 -1.62 -0.497
C 0.476563 -1.516860 -0.101665 0.63 -0.17 0.93 -0.029
O 0.560542 0.516142 0.882290 -0.12 1.23 0.78 -0.445
O 0.828055 -2.733252 -0.598401 -1.14 0.50 -0.20 -0.524
H -1.384692 0.220707 1.416426 -0.67 0.59 1.32 0.415
H -0.547754 1.225887 -1.267568 -0.79 0.99 -0.56 0.404
H 1.753579 -2.819699 -0.456100 1.36 -0.42 0.08 0.299
C -0.795620 0.333648 0.550404 -0.80 0.24 -1.91 -0.121
```
Positions in Å, forces in eV/Å.

Values from the calculation:
LUMO level	-0.905	eV
ΔE to the lowest compared entry with this formula, charge and spin	123.3	kJ/mol
gap between HOMO and LUMO	0.28224	Eh
HOMO level	-8.58	eV

# 6
This record from OMol25 describes a single CH2O2S molecule in a non-equilibrium geometry. The level of theory is wB97M-V/def2-TZVPD.

XYZ file:
```
6
Properties=species:S:1:pos:R:3:forces:R:3:mulliken_charge:R:1
H 0.685847 0.240034 0.508950 -2.26 -2.32 -0.65 0.262
H -0.511926 0.165792 -0.880154 -0.71 -0.16 -0.61 0.318
O -1.010277 -1.664870 2.152327 -0.92 0.44 -1.17 -0.467
O -2.763631 -1.246508 0.334601 1.01 -0.16 0.35 -0.463
S -1.445642 -1.083087 0.896092 2.68 1.12 -0.50 0.905
C -0.216053 -0.369300 -0.006941 0.19 1.09 2.57 -0.555
```
Positions in Å, forces in eV/Å.

Values from the calculation:
LUMO level	-0.288	eV
ΔE to the lowest compared entry with this formula, charge and spin	310.4	kJ/mol
gap between HOMO and LUMO	0.36079	Eh
HOMO level	-10.11	eV